C5H4N2O in the gas phase in a non-equilibrium geometry, computed with wB97M-V/def2-TZVPD.

```
12
Properties=species:S:1:pos:R:3
C 0.260 -1.427 -1.955
C 0.438 -1.131 -0.629
C -0.091 -0.026 0.130
C -0.457 2.259 0.779
C -0.299 0.184 1.678
H 0.212 -0.699 -2.866
H 0.619 -2.677 -2.111
H 0.595 -1.961 0.249
H 0.045 -0.553 2.350
N -0.316 1.199 -0.303
N -0.368 1.403 2.112
O -0.637 3.429 0.565
```

SMILES	C=CC1=NC(=O)N=C1
LUMO	-1.718	eV
orbital gap	8.4	eV
electronic energy	-377.5287	Ha
highest occupied orbital energy	-0.371	Ha

natural (NBO) atomic charge list, values in e, 5 entries: -0.285 -0.292 0.188 0.767 0.075